Record 1
Formula: C3H8O2
Source: OMol25
Level of theory: ωB97M-V with the def2-TZVPD basis set

Calculated values
Total charge   0
Multiplicity   1

Structure (XYZ):
```
13
Properties=species:S:1:pos:R:3:forces:R:3:nbo_charge:R:1
O -0.481 1.114 0.298 -0.032 0.158 0.204 -0.748
C -1.080 -0.171 0.091 -0.165 -0.267 -0.076 -0.067
C -0.573 -0.713 -1.230 0.028 -0.010 -0.019 -0.637
C 2.382 0.032 1.296 -0.356 0.239 -0.180 0.102
O 2.189 0.673 0.177 0.101 -0.064 0.154 -0.657
H -0.756 1.449 1.161 0.056 -0.007 -0.174 0.487
H -2.172 -0.063 0.072 0.157 -0.007 0.006 0.171
H -0.813 -0.847 0.915 -0.036 0.110 -0.126 0.170
H -0.800 -0.015 -2.041 0.010 -0.098 0.109 0.218
H -1.048 -1.673 -1.453 0.061 0.133 0.042 0.222
H 1.382 0.071 1.835 0.252 -0.073 -0.029 0.013
H 0.510 -0.865 -1.194 -0.167 -0.009 -0.042 0.220
H 1.262 1.009 0.072 0.091 -0.102 0.133 0.506
```
Forces are in eV/Å.

Record 2
Formula: BrH4N2P
Source: OMol25
Level of theory: ωB97M-V with the def2-TZVPD basis set

Calculated values
Total charge   0
Multiplicity   1

Structure (XYZ):
```
8
Properties=species:S:1:pos:R:3:forces:R:3:nbo_charge:R:1
N -0.406 0.087 1.322 -0.006 0.026 -0.483 -1.163
N -0.131 -0.928 -0.970 -0.081 0.183 0.325 -1.163
P -0.794 0.392 -0.251 0.883 0.747 -0.235 1.393
Br 1.179 2.661 -1.227 -0.858 -1.153 0.515 -0.738
H 0.366 -0.500 1.605 0.028 0.057 0.028 0.408
H -0.655 0.787 2.002 -0.013 0.041 0.014 0.425
H -0.062 -0.938 -1.975 -0.015 0.051 -0.093 0.430
H 0.503 -1.561 -0.506 0.062 0.048 -0.072 0.407
```
Forces are in eV/Å.

Record 3
Formula: C21H25N3O2
Source: OMol25
Level of theory: ωB97M-V with the def2-TZVPD basis set

Calculated values
Total charge   0
Multiplicity   1

Structure (XYZ):
```
51
Properties=species:S:1:pos:R:3:forces:R:3:nbo_charge:R:1
N -0.004 -0.567 2.820 -0.194 -0.428 1.192 0.329
O -1.101 -0.082 3.133 1.322 -0.045 -0.435 -0.462
O 1.087 -0.038 3.055 -1.064 0.019 -0.258 -0.463
C -7.341 -3.364 6.079 0.177 0.159 0.040 -0.413
C -7.389 -4.787 5.498 0.240 -0.254 -0.031 -0.410
C -6.070 -5.002 4.732 -0.004 -0.050 -0.531 -0.195
N -5.240 -3.869 5.082 -0.277 -0.352 0.621 -0.494
C -3.949 -3.708 4.628 0.753 0.282 -0.465 0.332
C -3.664 -3.764 3.240 -0.221 0.018 0.434 -0.283
C -2.400 -3.464 2.787 0.553 -0.110 0.366 -0.095
C -1.331 -3.271 3.700 -0.921 0.198 0.446 -0.174
C -0.039 -3.073 3.162 -0.065 0.663 -1.071 0.016
C 1.170 -3.465 3.767 1.264 -0.483 0.620 -0.085
C 1.226 -4.368 4.877 0.005 0.606 -0.362 -0.161
C 2.425 -4.596 5.520 0.410 0.078 -0.181 -0.258
C 3.623 -3.987 5.068 -1.029 0.376 -0.603 0.243
N 4.808 -4.124 5.775 0.855 -0.261 0.353 -0.497
C 5.292 -3.074 6.662 -0.219 0.361 -0.209 -0.190
C 6.407 -3.717 7.506 -0.165 0.184 -0.056 -0.413
C 6.497 -5.192 7.085 -0.165 -0.231 -0.074 -0.413
C 5.458 -5.412 5.972 -0.208 -0.076 -0.282 -0.190
C 3.586 -3.201 3.886 0.203 -0.494 0.658 -0.241
C 2.396 -2.971 3.235 -0.773 0.058 0.198 -0.115
C -1.612 -3.233 5.099 -0.017 -0.115 -0.609 -0.134
C -2.906 -3.417 5.542 -0.232 -0.084 -0.270 -0.262
C -5.949 -2.798 5.756 0.138 0.442 -0.039 -0.195
H -8.105 -2.734 5.614 0.055 -0.082 0.283 0.214
H -7.480 -3.375 7.164 -0.222 0.034 -0.226 0.215
H -7.447 -5.525 6.305 -0.195 0.124 -0.215 0.211
H -8.241 -4.916 4.823 0.102 -0.090 0.267 0.216
H -5.580 -5.944 5.033 -0.118 0.283 -0.162 0.192
H -6.236 -5.047 3.642 -0.102 -0.112 0.195 0.173
H -4.474 -3.970 2.540 0.207 0.101 0.188 0.221
H -2.172 -3.407 1.721 -0.167 -0.050 0.266 0.221
H 0.025 -2.667 2.152 -0.127 -0.646 0.138 0.249
H 0.320 -4.868 5.224 0.314 0.225 -0.134 0.223
H 2.451 -5.221 6.413 0.060 0.068 -0.267 0.220
H 5.673 -2.226 6.070 -0.117 -0.096 0.275 0.187
H 4.473 -2.697 7.305 0.247 -0.071 -0.242 0.181
H 7.353 -3.198 7.322 -0.159 -0.099 0.209 0.214
H 6.146 -3.635 8.566 0.254 0.065 -0.177 0.213
H 7.497 -5.429 6.708 -0.172 -0.066 0.221 0.213
H 6.262 -5.852 7.927 0.254 0.097 -0.138 0.211
H 4.722 -6.191 6.234 0.245 0.105 -0.035 0.179
H 5.958 -5.722 5.037 -0.226 -0.050 0.248 0.182
H 4.522 -2.802 3.500 -0.194 -0.031 0.120 0.228
H 2.353 -2.358 2.336 0.051 -0.044 0.273 0.238
H -0.810 -3.051 5.818 -0.297 0.074 -0.321 0.229
H -3.137 -3.384 6.607 0.041 0.051 -0.284 0.220
H -6.041 -1.917 5.091 0.127 -0.227 0.244 0.182
H -5.400 -2.475 6.654 -0.229 -0.026 -0.178 0.191
```
Forces are in eV/Å.

Record 4
Formula: C18H17ClN2O5
Source: OMol25
Level of theory: ωB97M-V with the def2-TZVPD basis set

Calculated values
Total charge   0
SMILES string   COc1ccc(Cl)cc1NC(=O)c1cccc(NC(=O)CCC(=O)O)c1
Multiplicity   1

Structure (XYZ):
```
43
Properties=species:S:1:pos:R:3:forces:R:3:nbo_charge:R:1
C -2.166 2.636 0.255 -0.207 0.015 0.197 -0.255
H -2.131 1.825 0.987 0.013 0.009 -0.023 0.189
O -1.083 2.562 -0.643 0.163 -0.209 -0.497 -0.509
C -0.916 1.437 -1.378 0.026 0.063 -0.217 0.371
C -1.825 0.389 -1.437 0.025 0.196 0.162 -0.291
C -1.607 -0.702 -2.263 0.187 -0.041 -0.168 -0.232
C -0.468 -0.741 -3.043 -0.198 0.221 0.126 -0.055
C 0.465 0.281 -2.994 -0.099 0.089 0.177 -0.228
C 0.266 1.361 -2.146 -0.497 -0.267 0.060 0.096
N 1.238 2.366 -2.068 0.163 0.134 -0.572 -0.623
C 1.767 2.949 -0.944 0.070 -0.012 -0.028 0.680
O 2.495 3.913 -1.039 0.031 0.144 0.129 -0.584
C 1.420 2.288 0.342 0.213 -0.149 0.526 -0.117
C 1.428 0.905 0.447 0.070 0.158 0.143 -0.255
C 1.021 0.285 1.625 -0.118 0.370 0.161 0.228
C 0.643 1.061 2.717 -0.051 -0.196 0.069 -0.250
C 0.693 2.442 2.623 0.059 0.117 -0.148 -0.203
C 1.080 3.061 1.448 0.068 0.011 -0.116 -0.190
H 1.104 4.136 1.363 0.009 0.126 -0.010 0.228
H 0.418 3.039 3.479 -0.024 0.050 0.075 0.217
H 0.316 0.580 3.624 -0.001 -0.025 0.030 0.250
N 1.013 -1.111 1.631 0.360 0.004 -0.306 -0.644
C 0.318 -1.945 2.445 0.246 -0.463 -0.155 0.683
O -0.350 -1.600 3.395 -0.214 0.094 0.240 -0.613
C 0.453 -3.409 2.028 -0.174 0.076 -0.033 -0.493
H 1.484 -3.621 1.739 -0.003 -0.049 0.026 0.227
H 0.193 -4.018 2.895 0.050 0.105 -0.042 0.242
C -0.493 -3.763 0.876 0.131 0.004 0.048 -0.511
H -1.478 -3.320 1.043 -0.042 -0.079 -0.034 0.247
C -0.015 -3.319 -0.487 0.091 0.051 0.185 0.817
O 0.967 -2.650 -0.705 0.231 0.007 -0.104 -0.635
O -0.811 -3.758 -1.449 -0.424 -0.290 -0.400 -0.687
H -0.515 -3.442 -2.330 0.118 0.007 0.374 0.504
H -0.636 -4.845 0.824 -0.068 0.057 -0.020 0.246
H 1.402 -1.535 0.792 -0.148 -0.060 0.228 0.434
H 1.745 0.290 -0.383 -0.020 -0.054 -0.106 0.223
H 1.612 2.717 -2.941 -0.025 0.053 0.186 0.415
H 1.363 0.231 -3.590 0.115 -0.034 -0.011 0.234
Cl -0.182 -2.099 -4.088 0.033 -0.115 -0.223 -0.001
H -2.326 -1.504 -2.299 -0.060 -0.080 -0.024 0.233
H -2.726 0.416 -0.847 -0.089 0.044 0.078 0.229
H -3.126 2.622 -0.271 0.041 -0.008 0.009 0.178
H -2.051 3.588 0.769 -0.052 -0.071 0.004 0.209
```
Forces are in eV/Å.

Record 5
Formula: C4H10O2
Source: OMol25
Level of theory: ωB97M-V with the def2-TZVPD basis set

Calculated values
Total charge   0
Multiplicity   1

Structure (XYZ):
```
16
Properties=species:S:1:pos:R:3:forces:R:3:nbo_charge:R:1
C 0.614 -0.035 -1.506 0.948 -0.242 0.294 -0.658
C 0.784 0.746 -0.224 -1.679 0.625 -1.295 -0.296
C 1.827 0.117 0.808 0.002 -0.615 1.716 -0.052
O 1.666 -1.144 0.976 0.407 0.142 -0.186 -0.456
C -2.504 -0.438 0.240 0.126 0.385 0.181 -0.278
O -1.971 0.780 -0.074 1.099 0.079 0.121 -0.474
H 0.867 -1.060 -1.237 -0.282 -0.174 -0.389 0.236
H -0.387 0.030 -1.926 -0.082 0.115 0.202 0.255
H -0.143 0.611 0.416 -0.448 0.105 -0.012 0.304
H 0.913 1.819 -0.365 0.413 -0.056 0.060 0.224
H 1.835 0.735 1.721 -0.088 0.036 -0.005 0.151
H 2.777 0.359 0.252 -0.402 0.109 -0.695 0.273
H 1.319 0.294 -2.272 -0.006 0.025 0.026 0.215
H -3.598 -0.371 0.086 -0.056 0.073 -0.177 0.216
H -2.133 -1.240 -0.408 -0.031 -0.194 0.172 0.165
H -2.407 -0.638 1.314 0.077 -0.414 -0.012 0.174
```
Forces are in eV/Å.

Record 6
Formula: C4H13NOS2
Source: OMol25
Level of theory: ωB97M-V with the def2-TZVPD basis set

Calculated values
Total charge   0
SMILES string   CCNCCSS.O
Multiplicity   1

Structure (XYZ):
```
21
Properties=species:S:1:pos:R:3:forces:R:3:nbo_charge:R:1
S -0.641 2.660 3.419 -1.707 1.164 0.748 -0.212
S -0.008 2.806 1.482 1.902 0.000 0.742 0.165
C -1.067 1.908 0.405 0.205 0.414 -2.362 -0.579
C -1.089 0.399 0.518 -0.976 -0.451 3.382 -0.233
N 0.098 -0.388 0.426 -0.768 1.796 -2.149 -0.683
C -0.054 -1.550 -0.451 0.367 -0.995 4.079 -0.209
C 1.315 -1.968 -0.851 -0.488 -4.648 0.065 -0.628
H -0.145 1.809 4.360 0.785 -0.612 -1.203 0.135
H -0.643 2.283 -0.620 -0.553 -0.743 1.575 0.235
H -2.059 2.363 0.456 -0.132 -0.454 0.065 0.231
H -1.856 -0.041 -0.076 -0.496 -0.047 -1.002 0.206
H -1.516 0.184 1.555 0.071 0.588 -0.731 0.172
H 0.750 -0.241 1.185 0.073 -0.906 -0.502 0.401
H -0.683 -2.324 0.193 1.349 0.696 -1.640 0.166
H -0.586 -1.415 -1.340 -1.319 1.220 -1.021 0.187
H 1.987 -1.193 -0.979 1.175 1.499 -0.092 0.236
H 1.262 -2.584 -1.783 0.134 0.526 0.416 0.197
H 1.667 -2.722 -0.119 0.366 0.626 -0.178 0.211
H 1.275 -0.596 -3.040 -0.121 -1.643 -0.617 0.463
H 0.674 0.337 -2.025 -0.567 0.043 0.815 0.468
O 1.319 0.273 -2.712 0.700 1.929 -0.391 -0.928
```
Forces are in eV/Å.

Record 7
Formula: ClH38O23
Source: OMol25
Level of theory: ωB97M-V with the def2-TZVPD basis set

Calculated values
Total charge   -1
Multiplicity   1

Structure (XYZ):
```
62
Properties=species:S:1:pos:R:3:forces:R:3:nbo_charge:R:1
Cl -0.161 -0.137 0.022 0.517 1.660 2.179 2.423
O 0.048 -0.659 -1.353 0.162 0.786 1.469 -0.924
O -1.640 -0.273 0.317 3.278 0.266 -0.102 -0.818
O 0.730 -0.907 0.999 -2.676 1.447 -2.487 -0.828
O 0.232 1.311 0.092 -0.901 -3.719 -0.742 -0.814
O 1.037 -1.796 3.852 -0.087 1.309 1.894 -1.001
H 1.269 -2.498 3.276 0.490 -0.228 -1.170 0.475
H 0.829 -0.913 3.467 0.117 -1.375 -0.015 0.499
O 0.090 1.852 -3.021 1.298 0.141 -0.438 -0.974
H -0.285 2.644 -3.417 -0.401 -0.201 0.402 0.502
H -0.556 1.174 -2.873 -0.786 -0.176 -0.090 0.491
O 0.129 0.658 3.411 -0.611 0.502 0.962 -1.006
H 0.945 0.905 2.913 0.061 0.590 0.133 0.523
H -0.110 1.318 4.108 0.822 -0.766 -0.933 0.498
O -1.602 2.188 2.110 0.751 0.359 0.924 -0.973
H -0.991 1.551 2.535 -0.208 0.513 -0.395 0.466
H -2.254 1.604 1.767 -1.093 -0.340 -0.816 0.468
O 2.209 3.860 -0.974 0.564 -0.426 0.713 -0.994
H 2.345 2.885 -1.030 -0.099 0.793 -0.874 0.514
H 2.095 4.301 -1.812 -0.085 -0.489 -0.353 0.481
O -3.374 1.729 -1.114 0.771 1.572 -0.068 -0.945
H -3.464 1.526 -2.026 -0.257 -0.378 -1.263 0.461
H -3.860 1.062 -0.679 -0.611 -1.252 0.994 0.495
O 2.827 -2.995 1.765 0.207 -2.347 1.705 -0.958
H 2.101 -2.686 1.270 -1.012 0.920 -1.380 0.493
H 3.573 -2.455 1.624 0.764 1.194 -0.371 0.468
O 3.501 -0.576 0.244 0.204 -0.221 2.377 -0.976
H 4.181 -1.128 -0.076 1.024 -0.807 -0.814 0.467
H 3.066 -0.155 -0.465 -1.054 1.002 -1.615 0.505
O 1.324 -3.388 -0.877 -0.226 -0.260 -0.334 -0.948
H 1.390 -4.082 -1.546 0.015 -0.087 0.362 0.461
H 1.475 -2.593 -1.404 0.478 0.043 0.336 0.481
O 2.375 1.089 -1.656 1.156 -0.424 -1.098 -0.989
H 3.019 0.812 -2.350 -0.648 0.377 0.687 0.477
H 1.546 1.191 -2.161 -0.161 0.167 0.180 0.524
O -1.568 -2.802 -0.511 0.227 -0.569 -0.469 -0.994
H -1.717 -2.091 0.123 -0.151 -0.148 0.087 0.483
H -0.663 -2.622 -0.832 -0.594 -0.467 0.381 0.477
O 1.926 -1.731 -3.082 -0.802 -1.563 -1.033 -0.951
H 1.073 -1.513 -2.657 0.358 0.571 -0.404 0.491
H 1.689 -2.510 -3.669 0.566 1.491 0.893 0.464
O 2.532 1.028 2.311 -0.182 0.525 0.570 -0.952
H 2.899 1.033 3.209 0.151 -0.360 -0.580 0.476
H 2.753 0.209 1.848 0.302 -0.165 0.112 0.514
O -1.358 -2.609 2.640 -0.875 1.202 -0.055 -0.948
H -0.650 -3.062 2.196 0.386 -0.249 -0.352 0.469
H -1.137 -1.657 2.517 -0.002 -1.026 0.298 0.481
O 0.978 3.561 1.415 0.434 -0.760 -0.855 -0.977
H 1.640 3.613 0.686 -0.636 0.567 0.963 0.475
H 0.510 2.750 1.119 -0.046 0.908 0.879 0.480
O -4.464 -1.043 -1.577 -1.403 1.309 -0.775 -0.966
H -3.917 -1.525 -0.998 1.352 -1.129 0.914 0.488
H -4.525 -1.538 -2.393 0.219 -0.208 -0.096 0.479
O -1.436 -1.320 -3.311 -0.216 -0.554 -1.565 -0.971
H -1.415 -0.821 -2.491 0.224 -0.764 0.423 0.500
H -0.964 -2.173 -3.229 -0.657 0.998 0.577 0.466
O -4.007 0.656 1.585 1.074 0.041 0.905 -0.934
H -4.758 0.197 1.285 -1.862 -0.616 -0.886 0.465
H -3.616 -0.037 2.137 0.400 0.315 0.039 0.478
O -1.303 3.580 -1.161 1.453 0.711 -0.295 -0.976
H -1.991 2.939 -1.241 -0.937 -0.721 0.390 0.478
H -0.533 3.052 -0.874 -0.549 0.519 -0.028 0.485
```
Forces are in eV/Å.

Record 8
Formula: H3N3O2S
Source: OMol25
Level of theory: ωB97M-V with the def2-TZVPD basis set

Calculated values
Total charge   0
SMILES string   [H]/N=N\S.O=NO
Multiplicity   1

Structure (XYZ):
```
9
Properties=species:S:1:pos:R:3:forces:R:3:nbo_charge:R:1
N -0.801 -0.923 0.636 3.775 1.540 -1.353 -0.367
N -1.259 0.020 0.025 0.706 0.856 -0.727 -0.256
N 2.262 0.809 -0.433 2.092 -1.053 0.025 0.364
O 2.108 -0.525 0.119 1.537 1.194 -0.686 -0.605
O 3.416 1.027 -0.649 -2.732 -0.563 0.638 -0.274
S -2.883 0.347 -0.120 -1.109 1.449 -0.757 0.187
H -1.334 -1.545 1.115 -3.109 -2.314 1.787 0.308
H 1.173 -0.741 0.184 -0.953 0.426 0.113 0.489
H -2.680 1.532 -0.877 -0.207 -1.534 0.961 0.154
```
Forces are in eV/Å.

Looking at relative energy (zero: lowest compared OMol25 entry of this formula, charge and spin) for the records above, in order, we have 348.8, 62.8, 748.0, 0.0, 758.2, 228.0, 159.7, 185.1 kJ/mol.
Looking at HOMO-LUMO gap for the records above, in order, we have 0.3276, 0.2763, 0.1973, 0.3289, 0.1660, 0.3283, 0.3149, 0.3647 Eh.